C4H6N2OS | wB97M-V/def2-TZVPD

CARTESIAN COORDINATES (ANGSTROEM)
C: -0.3686 1.7641 -0.1490
C: -0.9834 0.5780 -0.0620
C: 1.0056 1.9325 0.0615
C: -0.7362 -1.8864 0.2487
N: 1.9076 1.0739 -0.1544
N: -0.2260 -0.5702 -0.1000
O: 2.1690 -1.5818 -0.4509
S: 1.3410 -0.5453 -0.9514
H: -1.0367 2.6041 -0.2684
H: -2.0359 0.4455 0.2079
H: 1.4307 2.8948 0.4080
H: -1.8144 -2.0080 0.0147
H: -0.0524 -2.5835 -0.2458
H: -0.6003 -2.1178 1.4411

Output
F_max = 4.3 eV/Å
HOMO energy = -8.37 eV
E_tot = -20105.476 eV
Relative energy (zero: lowest compared OMol25 entry of this formula, charge and spin) = 373.0 kJ/mol
HOMO-LUMO gap = 8.63 eV
Multiplicity = 1

Atom charges from the Löwdin analysis, given in e for atoms 1 to 5: C -0.144; C -0.145; C -0.300; C -0.115; N -0.079